No. 1
C34H44BBaN10O2PS3 | the ωB97M-V functional and the def2-TZVPD basis

```
96
Properties=species:S:1:pos:R:3:mulliken_charge:R:1
Ba 0.0392 0.5978 -0.2513 0.19
S -1.6036 1.2587 -2.7628 -0.54
S -0.2355 3.6900 -0.6215 -0.31
S 5.7533 4.3321 4.3679 -0.03
P -1.0122 3.0926 -2.3271 0.47
O -0.0343 3.4444 -3.5974 -0.42
O -2.2652 4.1166 -2.5198 -0.27
N 5.7112 4.0784 2.7369 -0.80
N -2.4172 -0.9158 0.0677 0.73
N 2.5065 1.8896 -0.1834 1.21
N 0.4916 -1.8311 1.4475 1.02
N -2.2754 -2.2138 -0.2242 -0.22
N -0.1560 -2.9195 1.0202 -0.32
N 0.7836 1.6706 2.0024 1.01
N 0.4499 -1.5494 -1.7608 1.25
N 4.2547 3.7331 4.7202 -0.79
N -0.1126 -2.7253 -1.4790 -0.26
C 0.9370 -3.5289 2.8348 -1.21
C -3.4760 -2.7645 -0.4670 -0.29
C 2.4087 2.7647 3.4275 0.36
C 4.5413 3.5225 2.4444 0.96
C 3.3482 -1.0289 2.5467 -1.29
C 0.0955 -3.9555 1.8337 -0.57
C 1.9989 2.2680 2.1412 -0.59
C 1.0886 4.2959 -3.5471 -0.07
C 3.3508 -0.8192 -3.4933 -1.68
C 2.2936 -1.7063 4.7346 -2.11
C 1.3881 -0.4011 -5.0137 -1.69
C 1.5301 2.6898 4.4981 -0.65
C -0.0159 1.6198 3.0415 -0.65
C -3.7152 -0.6376 0.0113 -0.03
C -3.1371 4.7074 -4.7066 -1.19
C -3.4183 1.7705 0.7759 -0.73
C 3.7054 3.3294 3.5799 0.71
C 0.2873 2.1212 4.3076 -1.21
C 0.1999 -3.6209 -2.4252 -0.60
C 3.2618 2.1350 -1.2267 -0.62
C 2.0335 -1.2250 3.3060 2.93
C 1.8438 -0.5655 -3.5646 2.56
C -5.1056 1.1774 -0.9590 -1.36
C 1.1054 -1.6850 -2.9081 -0.41
C 0.7288 5.7628 -3.7361 -1.21
C 4.8722 3.3617 0.0190 -0.52
C 4.4366 2.8911 -1.2032 -1.30
C 4.1092 3.1120 1.1520 0.26
C -4.4369 -1.7952 -0.3217 -1.54
C 2.8598 2.4089 1.0235 -0.79
C 1.1599 -2.1754 2.5478 -0.43
C 0.9848 -3.0019 -3.3711 -1.40
C -4.3698 0.6856 0.2927 0.89
C -3.3408 3.9343 -3.4133 -0.23
B -0.9885 -3.0478 -0.2605 0.18
H 1.5670 -1.3148 -5.5762 0.33
H 2.9353 1.7121 -2.1687 0.49
H -0.1472 -4.6341 -2.3709 0.46
H 4.9917 3.0752 -2.1105 0.50
H 3.1440 -0.6335 1.5529 0.06
H -0.9647 1.1240 2.8771 0.47
H -5.6062 2.1214 -0.7497 0.42
H 3.8989 -0.0044 -3.9631 0.44
H -0.3319 -4.9225 1.6529 0.46
H 1.5189 -0.2650 3.3560 -1.12
H 1.3214 -4.1145 3.6459 0.45
H -5.8455 0.4572 -1.3004 0.42
H -2.7749 2.0914 -0.0387 0.03
H -4.3923 1.3393 -1.7634 0.21
H 3.9860 -0.3281 3.0797 0.38
H -3.4679 2.8638 -3.6281 0.31
H -2.8028 1.4108 1.5959 0.00
H 0.1474 6.1073 -2.8827 0.24
H 5.7913 3.9220 0.1233 0.49
H 1.8373 3.0829 5.4557 0.50
H 1.9305 0.4128 -5.4910 0.45
H 2.8927 -2.6154 4.7362 0.37
H 0.3257 -0.1746 -5.0444 0.32
H 1.7507 3.9505 -4.3510 0.34
H 1.3546 -1.9056 5.2473 0.44
H 3.6693 -0.9024 -2.4559 0.37
H -5.4992 -1.9006 -0.4311 0.45
H -0.4307 2.0503 5.1075 0.45
H -3.9816 2.6422 1.1075 0.48
H -3.0528 5.7705 -4.4977 0.30
H 1.3958 -3.4385 -4.2607 0.53
H 3.5969 -1.7458 -4.0092 0.39
H -1.3212 -4.1901 -0.3584 -0.24
H -4.2286 4.3109 -2.8904 0.29
H 1.6487 6.3421 -3.8077 0.44
H 1.6046 4.1759 -2.5860 0.12
H 0.1355 5.9104 -4.6375 0.27
H 1.6030 0.3521 -3.0212 -0.95
H -3.9800 4.5420 -5.3731 0.41
H -3.5733 -3.8005 -0.7245 0.50
H -2.2255 4.3810 -5.1982 0.20
H 3.8719 -1.9790 2.4506 0.41
H -5.1181 0.5084 1.0804 0.31
H 2.8259 -0.9386 5.2925 0.47
```

The calculation puts the HOMO energy (alpha / beta) at -2.3 / -5.8 eV. As for the spin multiplicity: 2. As for the expectation value of S²: 0.80. For the HOMO-LUMO gap (alpha / beta), the calculation gives 4.59 / 8.11 eV. The total charge is -1. The value obtained for the energy above the lowest of the compared OMol25 structures with the same formula, charge and spin is 0.633 eV. For the LUMO energy (alpha / beta), the calculation gives 2.3 / 2.3 eV.

No. 2
C34H44BF6N7O4S5Sc | the ωB97M-V functional and the def2-TZVPD basis

```
102
Properties=species:S:1:pos:R:3:mulliken_charge:R:1
Sc 0.8654 -1.1596 -1.0421 0.15
S 1.0036 1.5007 -0.5531 -0.16
S -2.2375 0.6711 -0.0846 -0.05
S 0.5890 -1.4228 1.5790 -0.08
S -1.2140 -2.0139 -2.4465 1.49
S -1.4367 -4.6877 -2.7363 1.04
F 0.1524 -6.4999 -1.6494 -0.23
F -2.9780 -0.2874 -3.2878 -0.15
F -1.1089 -5.4765 -0.2269 -0.23
F 0.6605 -4.5132 -1.0190 -0.20
F -3.7824 -1.6896 -1.8538 -0.15
F -3.4032 -2.3112 -3.8999 -0.18
O -1.3006 -5.6664 -3.7510 -0.65
O -0.3949 -0.8494 -2.8107 -0.62
O -1.1178 -2.1229 -0.9755 -0.31
O -2.7124 -4.4095 -2.1389 -0.59
N -1.6526 -0.2956 2.5738 0.70
N -2.6712 -0.1454 3.4202 -0.40
N -0.0570 1.5633 1.9451 0.74
N -2.5684 2.0266 1.8645 0.45
N -0.7402 -3.2820 -3.2092 -0.45
N -0.0533 1.7917 3.2679 -0.19
N -2.8583 2.9028 2.8012 -0.37
C -4.9105 2.6142 -0.9894 -1.51
C -0.4280 3.3989 5.6478 -1.53
C 3.0711 -0.2666 -1.9953 -0.46
C -2.9358 5.6623 3.7711 -1.33
C 2.0600 3.3345 5.8900 -2.41
C -3.1525 1.9211 0.6765 0.53
C -5.3086 -0.2615 4.4599 -1.46
C 1.9946 2.9117 3.0163 -0.61
C -3.5714 0.2633 6.1862 -1.35
C -2.9770 -1.1180 4.2356 -0.25
C 0.9322 1.9197 1.1027 0.80
C 2.0087 2.6750 1.6756 0.27
C -0.4059 -3.7457 3.2900 -1.72
C 2.9351 -2.3262 -1.0171 -0.62
C -4.1614 4.7496 3.6211 2.53
C -4.4137 4.0077 4.9412 -1.34
C -3.8542 3.7241 2.5369 -0.61
C -4.2293 2.7488 0.3319 -0.22
C -4.5624 3.6513 1.3096 -0.29
C -2.9958 -1.5623 -2.9010 0.46
C 2.4762 -2.4373 -2.3529 -0.42
C 3.1261 3.1601 0.8093 -1.71
C -0.8699 -1.3868 2.4952 0.77
C 2.5686 -1.1622 -2.9517 -0.76
C -4.0968 -0.8121 5.2217 2.36
C -2.2602 -2.3313 4.1931 -0.67
C 0.9368 2.4295 3.8187 -0.36
C -5.3844 5.5972 3.2758 -2.39
C -0.3635 -5.3308 -1.3134 0.65
C -1.2063 -2.4854 3.3400 0.34
C 0.7443 1.2064 5.9651 -1.54
C -4.5086 -2.0521 6.0126 -2.30
C 3.2945 -0.9782 -0.7955 -0.42
C 0.8432 2.6000 5.3304 2.55
B -1.4432 0.9429 1.6833 -0.62
H 3.6070 2.3222 0.3038 0.25
H -3.5451 3.4137 5.2229 0.08
H 2.1509 4.3407 5.4760 0.45
H 2.8107 3.4590 3.4666 0.59
H 1.9515 3.4335 6.9701 0.43
H -2.0432 5.0728 3.9770 0.00
H -0.3987 -4.1495 2.2774 0.21
H -4.8727 -2.8471 5.3586 0.47
H -2.7142 -0.1028 6.7559 0.35
H -4.6146 4.7294 5.7338 0.48
H -4.3552 0.5412 6.8925 0.49
H -5.3165 -1.7882 6.6949 0.42
H -3.6870 -2.4417 6.6166 0.42
H -2.5383 -3.1473 4.8451 0.57
H -5.7254 -1.0144 3.7881 0.38
H -0.3526 4.4152 5.2547 0.41
H -1.3033 2.9212 5.2061 0.07
H 1.6391 0.6162 5.7564 0.43
H -3.0928 6.3569 4.5973 0.44
H -5.3852 4.3306 1.1347 0.57
H -0.8157 -4.4880 3.9716 0.44
H -6.0847 0.0295 5.1690 0.45
H -5.2287 6.1923 2.3738 0.45
H -3.2653 1.1532 5.6339 0.03
H -5.3915 1.6368 -1.0666 0.31
H -2.7675 6.2457 2.8634 0.39
H -5.5769 6.2906 4.0942 0.42
H -0.5634 3.4643 6.7285 0.49
H 2.7442 3.8154 0.0257 0.37
H 0.6326 -3.5443 3.5557 0.36
H -5.6633 3.3869 -1.1257 0.41
H -4.1827 2.6767 -1.8005 0.35
H 2.2217 -3.3548 -2.8589 0.60
H -5.0283 0.6126 3.8722 0.08
H 2.3495 -0.9371 -3.9835 0.50
H 3.8637 3.6985 1.4007 0.40
H 3.7555 -0.5919 0.1008 0.48
H -5.2765 3.3430 4.8584 0.33
H 3.3112 0.7709 -2.1604 0.65
H 0.6429 1.3005 7.0472 0.45
H -0.1230 0.6700 5.5777 0.07
H 2.9873 2.7903 5.7002 0.48
H 3.1124 -3.1464 -0.3383 0.63
H -6.2806 4.9865 3.1467 0.49
```

The calculation puts the HOMO energy at -10.7 eV. As for the spin multiplicity: 1. For the HOMO-LUMO gap, the calculation gives 7.43 eV. The total charge is +1. For the LUMO energy, the calculation gives -3.3 eV.

No. 3
C34H44Br2N8SSi2W | the ωB97M-V functional and the def2-TZVPD basis

```
92
Properties=species:S:1:pos:R:3:mulliken_charge:R:1
W -0.0071 -0.3427 -0.0164 0.50
Br -0.2523 -2.7233 0.6639 -0.30
Br -3.8306 -2.1527 -0.3658 0.07
S -3.3713 3.2441 -0.4241 -0.23
Si 3.1302 -0.6439 1.7788 0.39
Si 3.1343 -0.7801 -1.5436 0.33
N -1.0352 -1.2390 -1.8387 -0.37
N -0.7958 -0.8483 -3.9251 0.21
N -1.9519 1.0763 -0.1606 0.14
N -1.5355 2.3914 -2.1075 -0.12
N -0.0018 0.0144 -3.3030 -1.08
N 0.9511 1.7571 -0.1268 0.54
N 0.0709 0.7972 9.9354 -0.43
N -0.1381 -0.2465 -2.0454 2.08
C 3.0621 3.5283 0.0761 -0.87
C 0.1563 -2.0624 -5.8947 0.81
C 2.3841 -2.1702 2.5902 -1.00
C 2.9386 0.6278 -2.8047 -1.16
C 2.2133 1.2951 0.0069 -1.63
C 1.7458 3.9930 0.0239 -1.21
C -3.6602 2.2538 0.9793 0.90
C -0.2497 -0.5934 6.7487 -0.81
C -0.0302 0.2094 1.9728 0.99
C -1.4170 -1.6124 -3.0197 -0.64
C -0.8032 -0.9684 -5.3781 -1.15
C -0.2843 -0.6786 5.3722 -0.37
C -3.8729 0.4173 2.9860 -0.94
C -2.8356 1.1288 0.9505 -0.73
C 1.6120 -1.6264 -5.7596 -1.32
C -0.1005 0.4726 4.5955 0.16
C -3.9173 -3.9105 0.1808 -0.74
C -0.0330 0.6415 7.3628 0.61
C -2.9750 0.1810 1.9612 -0.32
C 0.0202 0.7250 8.7902 -0.22
C 0.1446 1.7924 6.5931 -0.82
C 2.3390 -2.4542 -1.9564 -0.86
C -4.5689 2.4976 1.9970 -0.56
C -2.1725 2.1112 -0.9589 -0.08
C 4.9913 -1.0444 -1.4973 -1.37
C 3.2941 2.1718 0.0807 -0.30
C -4.6570 1.5677 3.0141 -0.74
C 2.2226 -0.1794 0.0801 1.75
C -0.0820 0.3592 3.1830 -0.03
C 3.0334 0.8643 2.9240 -0.94
C -0.0870 -3.4057 -5.2092 -1.39
C 0.1087 1.7087 5.2167 -0.10
C 0.7261 3.0815 -0.0866 -0.48
C 4.9680 -1.0218 1.6227 -1.27
H 3.0974 0.2833 -3.8281 0.55
H 3.7131 1.3706 -2.6046 0.54
H 0.3136 2.7413 7.0826 0.48
H 3.8841 4.2290 0.1349 0.53
H 0.2472 2.5944 4.6115 0.58
H 4.2938 1.7633 0.1593 0.54
H -0.0786 -2.1716 -6.9555 0.35
H 1.8828 -1.4827 -4.7114 0.02
H -1.7940 3.2246 -2.6088 0.25
H 1.7996 -0.6990 -6.3021 0.40
H 0.2201 -3.3858 -4.1603 0.24
H 5.5481 -0.2394 1.1335 0.39
H -4.1974 -4.6502 -0.5482 0.35
H -2.1345 -2.3919 -3.2182 0.41
H -3.9741 -0.3120 3.7785 0.48
H -0.5094 -0.0006 -5.7806 0.40
H 3.0016 -2.4083 3.4607 0.44
H 1.9834 1.1455 -2.7817 0.17
H 3.0437 0.5263 3.9629 0.52
H -0.7791 1.8548 -2.4751 0.05
H 5.5194 -0.2190 -1.0198 0.35
H -0.4494 -1.6328 4.8897 0.55
H -3.8538 -4.1054 1.2369 0.38
H -5.3560 1.7230 3.8240 0.46
H 2.7603 -2.8695 -2.8753 0.44
H 5.2775 -1.9655 -0.9931 0.42
H -5.1870 3.3848 1.9880 0.45
H 5.3573 -1.1151 2.6393 0.42
H 2.2669 -2.3920 -6.1737 0.47
H 2.1440 1.4776 2.7857 0.13
H -1.1368 -3.7027 -5.2697 0.34
H 5.3538 -1.1037 -2.5258 0.44
H -2.3999 -0.7301 1.9460 0.64
H 1.5231 5.0489 0.0630 0.54
H 0.4992 -4.1826 -5.6963 0.43
H -0.3833 -1.4760 7.3584 0.48
H 2.4039 -3.0443 1.9383 0.37
H -0.3013 3.4129 -0.1353 0.34
H 5.1680 -1.9655 1.1169 0.33
H 3.9048 1.5075 2.7900 0.42
H 1.2566 -2.4360 -2.0741 -0.08
H 2.5612 -3.1677 -1.1597 0.59
H -1.8241 -1.1899 -5.6878 0.44
H 1.3668 -2.0239 2.9452 0.07
```

The calculation puts the HOMO energy (alpha / beta) at -12.9 / -13.3 eV. As for the spin multiplicity: 3. As for the expectation value of S²: 2.03. For the HOMO-LUMO gap (alpha / beta), the calculation gives 5.44 / 5.94 eV. The total charge is +2. For the LUMO energy (alpha / beta), the calculation gives -7.5 / -7.4 eV.